Computed, not measured: C11H20CeCl2O3 as an isolated structure in a non-equilibrium geometry, with ωB97M-V/def2-TZVPD.

Net charge: -2
Multiplicity: 1
HOMO energy (alpha / beta) in eV: -0.787 / -0.786
ΔE to the lowest compared entry with this formula, charge and spin in kJ/mol: 433.3

Last column: Löwdin charge in e.
Cartesian coordinates (Å):
C 0.3016 -1.1722 -2.0013  -0.333
C 1.1571 -0.0123 -2.1691  -0.354
C 0.3208 1.1545 -2.2256  -0.324
C 2.6228 -0.0039 -2.3494  -0.074
C -1.0451 0.7360 -2.0948  -0.324
C -1.0678 -0.6993 -1.9590  -0.314
C -2.2794 -1.5452 -1.8594  -0.035
C 0.7470 -2.5803 -1.9398  -0.044
C 0.7875 2.5418 -2.4541  -0.021
C -2.2122 1.6402 -2.1970  -0.045
Ce 0.0857 0.1172 -0.0149  0.679
Cl 4.9157 1.4737 0.8392  -0.867
Cl 2.2588 -0.7883 0.6937  0.277
O -1.8701 0.6381 0.8070  -0.370
H 3.0639 -0.9418 -2.0184  0.063
H 3.0992 0.8038 -1.7871  0.058
H 2.8263 0.1355 -3.4120  0.080
H 1.7535 2.7191 -1.9779  0.091
H 0.0716 3.2671 -2.0647  0.074
H 0.8951 2.7043 -3.5318  0.087
H -2.0500 2.5781 -1.6615  0.076
H -3.1095 1.1694 -1.8008  0.073
H -2.3667 1.8687 -3.2564  0.081
H -3.0858 -1.0330 -1.3312  0.081
H -2.0706 -2.4873 -1.3530  0.076
H -2.6141 -1.7649 -2.8790  0.080
H 1.7080 -2.6776 -1.4327  0.067
H 0.8508 -2.9408 -2.9681  0.081
H 0.0232 -3.2055 -1.4181  0.077
H -1.7176 1.5102 1.2438  0.004
O -0.5677 -1.7543 0.9999  -0.383
H -1.4861 -1.5085 1.2934  0.004
C -0.0019 -0.0063 3.4659  -0.284
O 0.0566 0.0653 2.1492  -0.528
H 0.8306 -0.6171 3.7919  0.067
H -0.9500 -0.4110 3.7909  0.058
H 0.1189 1.0275 3.7977  0.064

Forces on the atoms, in the same order (eV/Å):
-0.5305 1.5936 -2.3500
-1.5220 -0.5686 -2.1155
-0.5639 -1.7291 -1.4290
0.3500 0.0444 0.0032
0.7970 -1.1478 -1.7426
1.1584 0.6617 -2.0771
-0.2326 -0.1322 -0.1070
0.1331 -0.3639 -0.0893
0.1365 0.1780 0.1228
-0.2161 0.0477 -0.0730
-0.4523 -0.2444 12.4545
0.3146 0.3787 -0.1483
2.1799 -0.9960 -0.3020
-1.8799 2.1733 -1.0175
0.0714 0.1102 0.0421
0.1487 -0.1661 0.0344
0.2404 0.0432 -0.2232
0.0491 0.0852 -0.0554
0.0252 0.1115 -0.0514
0.0750 0.2083 0.0462
-0.1067 -0.0117 0.0111
-0.0198 0.0775 0.0800
-0.1999 0.1800 -0.0276
0.0378 -0.0543 0.0724
-0.0002 0.0870 0.1043
-0.2235 -0.1189 0.0013
-0.0736 0.0282 0.0384
0.0709 -0.2324 -0.0368
0.0382 0.0410 0.0964
-0.2981 -1.1548 -0.1136
-2.3170 -1.7696 -2.0522
1.4286 -0.2717 -0.2794
0.5782 0.5634 -0.3431
1.1835 2.9875 -1.5060
0.4001 -0.4276 1.0159
-0.7480 -0.3925 0.7364
-0.0326 0.1812 1.2807